Entry 1:
{"formula": "C3H8N2", "method": "ωB97M-V with the def2-TZVPD basis set", "e_above_lowest_kj_mol": 566.3, "charge": 0, "total_energy_ev": -6215.97778, "e_homo_ev": -8.9158, "symbols": ["N", "N", "C", "C", "C", "H", "H", "H", "H", "H", "H", "H", "H"], "xyz": [[0.417, -0.863, -0.414], [1.754, 1.200, -0.414], [1.764, -0.139, -0.362], [-0.463, -0.313, 0.617], [-1.678, 0.401, 0.067], [-2.256, -0.243, -0.601], [2.412, -0.669, -1.088], [0.047, -0.479, -1.267], [-1.320, 1.228, -0.556], [-0.700, -1.034, 1.403], [2.214, -0.402, 0.611], [0.108, 0.453, 1.170], [-2.299, 0.859, 0.835]], "forces_ev_per_a": [[0.630, 0.649, 0.266], [0.619, -0.262, 0.264], [-1.559, -0.851, -0.489], [0.367, 0.608, 1.114], [0.203, 0.190, -0.654], [-0.221, -0.052, 0.272], [0.293, 0.242, 0.045], [-0.256, -0.251, -0.650], [0.003, -0.016, 0.030], [-0.199, -0.376, -0.358], [0.351, 0.391, 0.169], [-0.103, 0.043, -0.096], [-0.127, -0.314, 0.087]]}

Entry 2:
{"formula": "C5H10N2", "method": "ωB97M-V with the def2-TZVPD basis set", "e_above_lowest_kj_mol": 240.2, "charge": 0, "smiles": "N[C@@H]1C[C@@H]1[C@H]1CN1", "total_energy_ev": -8324.84360, "e_homo_ev": -9.1082, "symbols": ["N", "N", "C", "C", "C", "C", "C", "H", "H", "H", "H", "H", "H", "H", "H", "H", "H"], "xyz": [[0.921, 1.303, 0.923], [-1.255, -1.271, 0.834], [-0.752, -1.172, -0.508], [-0.412, 1.883, 0.744], [0.690, -1.375, -0.828], [0.322, 1.288, -0.407], [-0.084, 0.003, -1.114], [-1.398, -1.672, -1.225], [-0.460, 0.265, -2.115], [0.805, 2.001, -1.078], [0.866, 0.383, 1.348], [0.968, -2.138, -1.563], [-1.279, 1.339, 1.108], [1.442, -1.337, -0.019], [-0.448, 2.965, 0.872], [-0.636, -0.751, 1.450], [-1.048, -2.233, 1.045]], "forces_ev_per_a": [[0.149, -0.151, 0.180], [0.150, 0.220, 0.186], [-0.051, -0.209, -0.255], [-0.268, 0.002, -0.087], [0.281, 0.786, -0.442], [0.167, -0.269, -0.242], [0.492, -0.043, -0.056], [-0.114, 0.024, 0.209], [0.514, -0.494, 0.312], [-0.049, -0.248, 0.082], [0.083, 0.121, -0.008], [-0.169, 0.709, -0.163], [0.113, 0.077, 0.001], [-0.685, 0.241, -0.317], [-0.038, -0.267, -0.106], [-0.250, -0.001, 0.073], [-0.325, -0.500, 0.634]]}

Entry 3:
{"formula": "C11H16CaCl3GeN5OS", "method": "ωB97M-V with the def2-TZVPD basis set", "charge": 0, "total_energy_ev": -144527.00960, "e_homo_ev": -8.3557, "symbols": ["Ge", "Ca", "Cl", "Cl", "Cl", "S", "O", "N", "N", "N", "N", "N", "C", "C", "C", "C", "C", "C", "C", "C", "C", "C", "C", "H", "H", "H", "H", "H", "H", "H", "H", "H", "H", "H", "H", "H", "H", "H", "H"], "xyz": [[-0.839, -5.112, 7.566], [-1.685, -5.635, 11.043], [-3.016, -5.589, 8.588], [0.340, -4.312, 9.654], [-1.425, -3.063, 6.837], [-3.284, -5.280, 13.274], [-2.653, -7.681, 11.282], [-3.428, -7.941, 12.316], [0.083, -6.507, 12.523], [2.414, -7.302, 12.655], [0.789, -8.085, 14.283], [1.562, -5.778, 14.363], [-0.298, -7.654, 13.355], [0.470, -5.406, 13.425], [-3.703, -6.967, 13.247], [-4.961, -8.684, 14.530], [1.147, -6.946, 15.139], [2.715, -6.184, 13.542], [1.298, -6.904, 11.769], [-3.954, -9.234, 12.420], [-4.501, -7.399, 14.344], [1.960, -8.449, 13.469], [-4.681, -9.651, 13.536], [3.024, -5.309, 12.969], [-0.562, -8.516, 12.730], [-0.405, -5.082, 14.012], [1.639, -9.244, 12.796], [0.273, -6.662, 15.739], [-5.039, -10.660, 13.611], [3.519, -6.477, 14.228], [1.625, -6.081, 11.135], [0.836, -4.543, 12.834], [1.961, -7.281, 15.794], [-1.145, -7.372, 13.990], [2.751, -8.793, 14.138], [-3.757, -9.883, 11.559], [-5.534, -8.879, 15.421], [-4.691, -6.628, 15.062], [1.028, -7.746, 11.122]], "forces_ev_per_a": [[-0.440, 0.689, -0.080], [-0.461, -0.115, -0.212], [0.827, 0.190, 0.026], [-0.592, -0.237, -0.205], [0.217, -0.595, 0.241], [0.493, -0.578, -0.869], [0.061, 0.249, -0.074], [-0.570, -0.455, 0.575], [0.622, 0.043, -0.066], [-0.556, -0.244, -0.315], [-0.375, 0.289, -0.625], [-0.280, -0.167, -0.673], [0.230, -0.692, 1.160], [0.497, 0.680, 0.866], [-1.037, -0.934, 0.704], [0.532, 0.390, -0.729], [-0.398, -0.126, -0.028], [0.061, 0.211, 0.451], [0.601, -0.360, 0.098], [-0.077, 0.483, 0.756], [0.305, -0.496, -0.326], [-0.558, 0.599, 0.006], [0.557, 1.408, -0.664], [0.145, -0.129, -0.144], [-0.037, 0.324, -0.003], [0.219, -0.219, -0.221], [0.264, -0.138, 0.001], [0.176, -0.151, -0.005], [-0.045, -0.221, -0.124], [-0.028, 0.058, -0.207], [-0.029, 0.051, 0.109], [-0.234, -0.433, 0.110], [-0.108, 0.281, -0.025], [-0.018, -0.021, -0.268], [0.097, 0.030, -0.169], [0.153, 0.492, 0.438], [-0.095, -0.341, 0.032], [-0.223, 0.153, 0.356], [0.106, 0.032, 0.103]]}